ORCA calculation (ωB97M-V/def2-TZVPD) on a molecular structure, C19H19AsN5ReS5Se2.

## Properties
* electronic energy: -10116.61623 Ha
* total charge: +2
* HOMO: -0.502 Ha
* lowest unoccupied orbital energy: -6.82 eV
* HOMO-LUMO gap: 6.84 eV
* energy relative to the best compared isomer or geometry (same formula, charge and spin): 1.123 eV

Atoms and positions in Å:
Re  -0.040  -0.036  0.267
Se  -0.681  0.261  3.782
Se  1.093  1.754  3.636
C  2.276  0.656  2.596
C  3.568  0.534  3.090
C  4.453  -0.344  2.496
C  4.003  -1.104  1.428
C  2.725  -0.896  0.966
N  1.858  -0.008  1.506
C  -1.720  1.313  2.555
C  -2.768  2.063  3.045
C  -3.385  2.994  2.220
C  -2.897  3.167  0.937
C  -1.884  2.346  0.493
N  -1.313  1.397  1.271
H  3.846  1.091  3.974
H  5.456  -0.461  2.885
H  4.627  -1.845  0.948
H  2.364  -1.460  0.115
H  -3.064  1.946  4.078
H  -4.205  3.596  2.591
H  -3.305  3.908  0.265
H  -1.517  2.432  -0.517
S  0.107  -2.127  -3.485
As  -1.106  -0.477  -3.300
S  1.084  0.861  -1.547
S  -1.901  -0.124  -1.283
S  -1.702  0.846  -4.693
N  -0.226  -1.666  0.677
C  -0.197  -3.017  0.907
C  -0.673  -3.519  2.124
C  -0.633  -4.880  2.344
C  -0.145  -5.732  1.357
C  0.308  -5.228  0.143
C  0.290  -3.868  -0.092
H  -1.059  -2.836  2.869
H  -0.992  -5.286  3.280
H  -0.127  -6.799  1.534
H  0.666  -5.904  -0.622
H  0.606  -3.449  -1.040
S  3.124  1.231  -1.366
C  3.649  0.521  -2.864
N  4.850  0.785  -3.352
C  5.095  0.057  -4.612
C  3.741  -0.652  -4.847
N  2.980  -0.306  -3.631
H  5.481  1.461  -2.953
H  5.918  -0.643  -4.490
H  5.338  0.756  -5.408
H  3.845  -1.730  -4.927
H  3.220  -0.281  -5.726
H  2.054  -0.681  -3.430